{"formula": "C74H160F10N11O12S6", "method": "the ωB97M-V functional and the def2-TZVPD basis", "e_homo_ev": -17.2, "gap_ev": 9.0315, "total_charge": 5, "lumo_ha": -0.3014, "e_above_lowest_ev": 5.731, "max_force_ha_per_bohr": 0.27634, "total_energy_ha": -7806.555411, "elements": ["S", "S", "S", "S", "S", "S", "F", "F", "F", "F", "F", "F", "F", "F", "F", "F", "O", "O", "O", "O", "O", "O", "O", "O", "O", "O", "O", "O", "N", "N", "N", "N", "N", "N", "N", "N", "N", "N", "N", "C", "C", "C", "C", "C", "C", "C", "C", "C", "C", "C", "C", "C", "C", "C", "C", "C", "C", "C", "C", "C", "C", "C", "C", "C", "C", "C", "C", "C", "C", "C", "C", "C", "C", "C", "C", "C", "C", "C", "C", "C", "C", "C", "C", "C", "C", "C", "C", "C", "C", "C", "C", "C", "C", "C", "C", "C", "C", "C", "C", "C", "C", "C", "C", "C", "C", "C", "C", "C", "C", "C", "C", "C", "C", "H", "H", "H", "H", "H", "H", "H", "H", "H", "H", "H", "H", "H", "H", "H", "H", "H", "H", "H", "H", "H", "H", "H", "H", "H", "H", "H", "H", "H", "H", "H", "H", "H", "H", "H", "H", "H", "H", "H", "H", "H", "H", "H", "H", "H", "H", "H", "H", "H", "H", "H", "H", "H", "H", "H", "H", "H", "H", "H", "H", "H", "H", "H", "H", "H", "H", "H", "H", "H", "H", "H", "H", "H", "H", "H", "H", "H", "H", "H", "H", "H", "H", "H", "H", "H", "H", "H", "H", "H", "H", "H", "H", "H", "H", "H", "H", "H", "H", "H", "H", "H", "H", "H", "H", "H", "H", "H", "H", "H", "H", "H", "H", "H", "H", "H", "H", "H", "H", "H", "H", "H", "H", "H", "H", "H", "H", "H", "H", "H", "H", "H", "H", "H", "H", "H", "H", "H", "H", "H", "H", "H", "H", "H", "H", "H", "H", "H", "H", "H", "H", "H", "H", "H", "H", "H", "H", "H", "H", "H", "H"], "positions_angstrom": [[-4.013, 1.602, -2.224], [0.725, -0.390, 0.430], [-2.852, 2.697, -3.959], [5.934, -1.221, -5.591], [-1.509, 0.089, 1.690], [4.547, -1.968, -4.102], [3.312, -1.162, 0.143], [6.519, 0.243, -5.978], [-3.150, -2.020, 1.662], [-3.149, 3.946, -4.915], [-2.671, -1.330, -0.314], [-5.533, 1.105, -1.876], [2.556, -1.811, 1.897], [1.976, -2.909, -0.013], [-4.013, -0.197, 0.901], [3.802, -1.471, -2.753], [5.371, -3.000, -3.444], [-3.332, 0.378, -2.479], [5.226, -1.453, -6.808], [3.310, -2.310, -4.852], [-2.434, 1.755, -5.006], [-2.011, 0.380, 3.004], [-1.310, 1.295, 0.871], [-3.644, 2.264, -0.995], [1.300, 0.928, 0.620], [7.083, -2.035, -5.401], [0.286, -0.473, -0.927], [-1.830, 3.171, -3.018], [-1.228, -2.634, -4.225], [9.630, -2.284, -1.027], [-0.622, -4.007, 4.131], [-4.443, 2.435, -3.405], [4.562, 3.135, -3.096], [-2.584, 6.703, -0.536], [-6.634, -3.447, -1.938], [1.596, 2.430, 4.483], [5.159, -0.661, -4.285], [-0.353, -0.896, 1.640], [-6.226, 0.642, 4.043], [-4.083, 8.772, -0.982], [9.325, -3.503, -3.317], [-5.683, -0.824, -4.769], [-2.494, -1.976, -4.875], [3.123, 3.018, -3.705], [1.806, 4.406, 2.793], [-0.253, -2.670, 4.832], [2.493, 0.055, 4.178], [11.196, -2.105, -0.855], [-2.925, -0.945, 0.897], [-6.759, 1.068, 5.412], [5.744, 3.760, -5.344], [1.629, 0.760, 6.503], [7.304, -0.746, -0.065], [2.081, 3.901, 4.156], [-0.526, -4.114, -2.244], [-0.472, -5.412, 1.916], [4.570, 2.054, -2.015], [5.610, 2.800, -4.191], [-5.843, -3.282, 4.386], [-6.044, -4.563, 0.770], [-3.071, 7.736, -1.592], [-5.694, 3.115, 3.661], [-0.210, -1.533, -3.944], [1.405, -5.235, 5.106], [-8.189, -3.531, -2.191], [-6.381, -5.551, -0.351], [9.137, -3.569, -1.829], [-1.326, 6.067, -1.069], [-7.463, 0.539, 3.131], [-0.710, 5.147, -0.051], [4.759, 4.594, -2.670], [0.117, -5.128, -3.206], [7.677, -2.168, 0.581], [0.182, 2.045, 4.093], [3.882, 2.521, -0.793], [-6.098, 3.516, 5.016], [2.660, 0.012, 5.758], [-5.918, -2.845, -3.220], [2.272, 5.860, 2.642], [-6.228, -2.502, -0.772], [-2.342, 7.260, 0.934], [0.208, 4.087, -0.691], [-6.034, -4.882, -1.733], [2.199, -1.669, 0.594], [-6.540, -1.548, -3.757], [2.563, 1.486, 3.689], [9.096, -0.948, -1.564], [0.348, -0.917, -5.208], [0.019, -4.134, 2.676], [-6.692, -3.110, 0.594], [-0.730, -3.753, -5.152], [7.582, -0.878, -1.531], [-3.533, 9.369, 0.342], [-3.695, 5.614, -0.332], [0.513, -4.504, -4.539], [-5.462, -0.764, 4.298], [-7.180, 2.566, 5.515], [6.929, 3.653, -6.298], [8.811, -4.828, -3.997], [9.143, -2.429, 0.445], [-0.150, -5.120, 5.095], [-1.977, -5.394, 1.820], [4.100, 4.928, -1.290], [-2.674, -5.248, 3.211], [-2.147, -4.038, 4.027], [1.836, -6.484, 5.839], [4.363, 3.865, -0.246], [-1.631, -3.283, -2.870], [-6.327, -1.918, 4.782], [1.337, 0.266, -4.876], [-3.368, 8.285, 1.309], [1.714, 2.279, 6.025], [-5.222, 1.655, 3.484], [9.392, -0.784, -2.600], [-8.134, -0.138, 3.658], [-6.464, -2.534, 1.491], [3.551, 1.893, 3.903], [-4.005, 5.259, -1.315], [-5.555, -3.298, 3.335], [9.031, -4.818, -5.065], [1.581, 6.595, 3.056], [0.971, -5.631, -2.753], [11.563, -3.112, -0.660], [1.755, 0.482, -5.859], [-6.667, -1.521, -0.956], [-2.487, -3.150, 3.494], [6.890, 4.240, -7.215], [-8.144, 2.632, 5.012], [2.601, 2.790, 6.399], [-4.392, 7.950, 1.476], [-6.418, -4.988, 1.702], [-1.520, -4.504, -5.187], [-4.884, -2.739, -2.891], [2.919, 3.836, -4.395], [1.575, -0.410, 3.817], [-6.421, 3.278, 2.866], [-6.622, 4.472, 5.021], [-1.023, -4.686, -1.461], [5.440, 1.763, -4.483], [-5.135, -0.021, -4.277], [-2.141, 8.227, -1.879], [1.693, 4.617, 4.880], [-2.658, 10.014, 0.260], [-0.456, -3.418, -6.152], [4.051, 1.159, -2.358], [1.009, 2.951, 6.513], [-4.963, -4.694, -1.653], [1.386, -3.853, -4.496], [6.555, 2.757, -3.650], [-4.963, -4.437, 0.836], [-3.339, 4.852, 0.361], [3.153, 3.872, 4.353], [-7.929, 1.502, 2.920], [1.775, -4.301, 5.529], [5.829, 4.799, -2.636], [0.630, 0.350, 6.358], [-0.565, -5.925, -3.503], [1.835, -5.294, 4.106], [0.770, -1.664, -5.880], [9.647, -0.096, -1.166], [-0.257, -2.710, 5.921], [-2.406, -6.326, 1.451], [-6.339, -5.539, -2.548], [-6.018, 0.905, 6.194], [7.033, -2.962, 0.202], [7.773, 0.095, 0.445], [-5.102, 8.395, -0.899], [-8.657, -2.552, -2.094], [2.352, 3.161, -2.948], [-0.999, -1.981, 4.436], [4.898, 3.673, -6.025], [-0.478, -0.488, -5.776], [0.733, 4.255, 2.676], [-6.410, -1.844, 5.866], [-0.043, 2.243, 3.045], [-0.260, 3.238, -1.189], [-3.096, 8.686, 2.285], [7.100, 2.589, -6.466], [-0.669, -0.808, -3.272], [7.882, 4.054, -5.952], [0.203, -3.514, -1.700], [0.743, -2.357, 4.521], [7.727, -4.794, -3.885], [7.036, -1.773, -1.827], [1.839, 0.932, 7.559], [3.011, 4.977, -1.300], [-4.629, -0.586, 4.979], [-6.684, -0.878, -2.909], [2.558, 1.680, 2.616], [-3.300, -2.696, -4.729], [3.197, 6.002, 3.202], [-7.776, -3.214, 0.570], [2.169, -0.003, -4.225], [-4.588, 5.906, 0.221], [0.656, 4.582, -1.552], [-7.335, 2.966, 6.517], [0.888, 1.139, -4.402], [-5.011, 1.483, 2.428], [-8.319, -3.728, -3.255], [-6.461, -4.134, 4.670], [9.743, -4.340, -1.354], [-2.393, -1.911, -5.959], [3.748, 4.108, 0.621], [-2.498, -4.069, 5.059], [0.605, -2.048, -3.436], [7.489, -1.991, 1.639], [-0.666, -4.842, 6.014], [2.854, -6.563, 6.221], [-6.373, -0.475, -5.537], [4.170, 1.781, -0.047], [3.090, 2.038, -4.183], [-2.510, -6.190, 3.734], [-0.729, 6.864, -1.512], [-7.399, -1.907, 4.586], [-2.691, -1.069, -4.304], [-1.650, 5.660, -2.027], [0.909, 3.805, 0.094], [7.129, -0.099, -2.144], [5.536, 1.639, -1.729], [-7.481, -1.800, -4.244], [2.259, 6.153, 1.593], [-5.879, -3.675, -3.925], [-0.358, -3.245, 2.172], [3.271, -0.640, 3.863], [9.279, -5.706, -3.552], [9.654, -1.581, 0.900], [3.638, 0.472, 5.898], [1.149, -6.507, 6.684], [8.056, -3.664, -1.726], [-4.819, -1.385, -5.126], [-4.840, 3.696, 3.313], [-5.158, -2.355, -0.629], [1.603, -7.325, 5.185], [-0.444, 2.544, 4.832], [-4.923, -3.478, 4.936], [-0.132, -6.380, 2.283], [-0.116, -5.380, 0.887], [8.657, -2.717, -3.668], [11.551, -1.264, -0.258], [-7.432, -5.813, -0.225], [-4.228, 10.185, 0.542], [-7.134, 0.077, 2.200], [10.381, -3.336, -3.532], [-4.385, 1.512, 4.167], [2.218, 3.800, 1.986], [0.778, -5.260, -5.277], [-2.397, -4.561, 1.256], [-4.258, 9.640, -1.618], [5.750, 4.769, -4.931], [-3.743, -5.080, 3.084], [5.392, 3.718, 0.085], [-1.442, 7.851, 0.765], [-5.064, -0.954, 3.301], [4.460, 5.884, -0.909], [4.424, 5.221, -3.497], [-8.579, -4.332, -1.563], [-2.602, -3.762, -2.997], [11.471, -1.887, -1.887], [-7.588, 0.490, 5.821], [-1.329, 4.586, 0.649], [6.222, -0.690, 0.049], [0.103, 0.960, 4.171], [-2.096, 6.489, 1.663], [-0.128, 5.793, 0.606], [-1.848, -2.468, -2.179], [-5.216, 3.548, 5.656], [2.800, 2.388, -0.810], [-3.485, 7.048, -2.330], [9.522, -3.313, 0.959], [-0.639, -6.015, 4.708], [1.101, -4.004, 2.660], [-5.815, -6.466, -0.179], [2.760, -1.042, 6.017]], "mulliken_charge": [0.454, 0.269, 0.934, 0.699, 0.367, 0.266, -0.365, -0.307, 0.231, -0.311, 0.114, -0.422, -0.149, -0.123, -0.128, -0.269, -0.607, -0.172, -0.608, -0.535, -0.594, -0.580, -0.167, 0.011, -0.741, -0.505, 0.351, -0.437, 0.590, 0.137, 0.594, -0.458, 1.188, 0.549, 0.582, 0.774, 0.468, 0.223, 0.608, -0.783, 0.054, -1.088, -2.040, -1.144, 1.656, -1.238, 0.722, -1.012, -0.395, -0.832, -0.286, -0.481, -0.068, -1.121, -0.048, -1.517, -0.214, 0.127, -0.771, 0.216, -0.553, -0.978, -0.284, 0.019, -0.968, -1.295, -0.613, -1.440, -0.800, 0.210, -1.167, -1.150, -0.780, -0.537, 0.752, -0.758, -1.137, -0.129, -1.850, -0.733, -0.758, 0.177, -0.150, 0.007, -0.104, -0.389, -1.745, -0.657, 0.410, -0.352, -0.891, 1.377, -0.873, -1.049, -0.220, 0.829, -0.789, -1.427, -1.317, -0.741, -0.881, 0.487, -0.369, -1.217, 0.237, -1.419, -0.704, -0.122, -1.167, -1.277, -0.661, -1.100, -0.144, 0.497, 0.383, -0.274, 0.643, 0.349, -0.241, 0.388, 0.462, 0.517, 0.382, 0.505, 0.618, -0.659, 0.403, 0.368, 0.623, 0.250, 0.645, 0.517, -0.478, 0.471, -0.640, 0.452, 0.361, 0.339, -0.059, 0.200, 0.406, 0.462, 0.331, 0.560, -0.206, 0.505, -0.034, -0.231, 0.411, -0.488, 0.341, 0.523, 0.505, 0.222, 0.566, 0.170, 0.302, 0.166, 0.446, 0.538, 0.473, 0.728, 0.486, 0.442, 0.339, 0.477, 0.326, 0.383, 0.191, -0.009, 0.293, 0.356, -0.009, 0.558, 0.106, -0.123, 0.473, 0.246, -0.215, 0.385, -0.145, 0.545, 0.273, -0.513, 0.422, -0.137, 0.619, 0.155, -0.553, 0.954, 0.512, 0.680, -0.039, 0.375, 0.688, 0.402, 0.519, 0.036, 0.376, 0.506, 0.531, 0.246, -0.182, 0.594, 0.401, 0.546, 0.592, 0.398, 0.384, 0.303, 0.526, 0.595, 0.457, 0.432, 0.770, 0.644, -0.589, -0.037, 0.280, 0.548, 0.360, 0.538, -0.605, 0.569, 0.406, 0.450, 0.443, 0.348, 0.152, 0.203, 0.423, -0.133, 0.363, 0.383, 0.191, 0.436, 0.447, 0.078, 0.378, 0.363, 0.404, 0.146, 0.327, 0.348, -0.939, 0.588, -0.662, 0.436, 0.198, 0.384, 0.548, 0.535, -1.026, 0.610, 0.531, 0.383, 0.675, 0.484, 0.456, -0.143, -0.351, 0.038, 0.432, 0.261, -0.065, 0.292, -0.826, 0.455, 0.478, 0.435, 0.783, 0.484, 0.494]}